1.
Molecular formula: C62H55F9N2
Method: DFT, wB97M-V/def2-TZVPD

XYZ file:
```
128
Properties=species:S:1:pos:R:3:forces:R:3
H 2.92533 2.60983 5.45312 -0.23 0.18 0.00
C -4.55471 -2.02059 -1.35285 -0.38 -0.15 0.49
H 2.96501 3.56824 0.49565 0.04 -0.29 0.19
H -6.34950 -1.63551 1.52305 0.33 -0.17 0.23
N 1.06500 -0.91585 -0.32118 -0.64 1.78 -1.25
H -5.94661 0.71196 1.00338 -0.09 0.20 -0.07
H -2.03309 2.57580 4.24190 0.06 -0.03 0.08
C -2.54610 3.79442 0.94910 1.31 -0.99 0.48
C -0.87778 5.08908 2.78340 0.68 -0.81 0.28
H -0.89386 2.50649 0.53514 0.48 0.08 0.01
N -4.25510 0.26456 4.32336 -0.85 -1.45 -0.45
H -0.22153 5.56097 3.49969 0.07 0.17 -0.03
C -5.72095 -1.39406 0.67863 0.03 0.65 -1.47
H 1.33575 0.21533 2.32050 -0.12 0.06 -0.45
F -3.45644 -1.66766 -4.88358 1.03 -0.13 -0.40
C -3.50181 3.28382 -3.15116 0.65 0.13 0.36
C -0.39906 3.99665 2.05858 -1.39 0.74 -1.35
C 4.50741 1.34966 2.72462 -0.83 -0.19 0.48
F 3.85858 -1.76609 -1.15012 0.20 0.65 -0.68
H 3.90207 -3.16286 -3.30671 -0.07 -0.15 0.11
H 4.27563 -7.15089 1.96128 0.09 -0.11 -0.08
C 4.20573 -1.67372 -4.83048 0.15 2.03 1.83
H -2.19712 -0.83609 0.05119 0.10 -0.39 0.08
C 4.88949 4.42104 0.65230 1.73 1.13 0.94
C -3.76138 1.38165 4.84716 1.41 1.07 -0.12
C -2.62124 1.67828 4.11964 -0.03 1.41 0.03
C 2.47418 -6.21734 2.54017 1.01 3.50 -0.29
C -1.78801 -3.19520 -5.64965 1.45 -0.51 -1.38
H -3.79490 -1.08804 2.76715 0.27 0.20 -0.15
H -3.18553 3.25532 0.26581 -0.05 0.03 -0.11
C 4.34794 -5.05178 1.54946 -0.55 1.15 -0.18
C 3.94813 3.62852 -1.39130 0.87 -0.30 -1.10
C -1.13147 3.68791 -3.33062 1.25 1.23 0.90
C 4.29967 1.98949 3.95829 -1.04 0.20 -0.68
C -5.59125 -0.04611 0.32113 -0.05 0.21 0.20
H 5.28214 -5.06440 1.00770 0.23 -0.13 0.28
H -2.91061 -7.34640 3.73692 0.36 -0.13 -0.04
H 5.27466 3.98330 -3.15096 -0.50 -0.43 -0.13
H 1.36637 0.86749 -1.55102 0.28 -0.15 0.27
H -1.70572 0.62874 2.31735 -0.02 0.33 0.06
H -2.51004 -3.00149 1.35611 0.23 0.17 0.07
H -0.14731 3.34763 -3.61707 0.15 0.15 -0.01
H 0.92650 -1.25248 -3.65337 -0.16 0.32 0.15
H -4.61213 -5.77040 3.88440 -0.18 0.44 0.22
H 2.00597 -1.26019 -0.19424 -0.21 0.07 -0.05
C 0.52742 -2.81407 -4.99577 -0.27 -2.03 -1.00
H -2.67625 6.30516 -1.78514 -0.17 -0.05 0.18
C 3.01116 2.12006 4.49439 0.11 -1.07 0.24
H 4.45478 1.70995 -4.04478 0.01 -0.03 -0.30
H -0.66804 -4.65431 1.19527 0.00 -0.10 -0.35
H 1.55637 -3.13941 -4.95317 0.12 -0.04 -0.12
H 0.92677 1.46496 4.34700 0.01 -0.07 0.09
C 1.77797 -4.99410 2.73496 0.38 -0.39 -1.14
F -4.80210 1.62164 -1.18118 -0.19 -0.41 0.19
C 3.38902 0.74117 2.12680 1.38 0.40 -0.19
H -1.55481 -0.50251 -3.66443 0.34 0.29 0.07
C -0.40794 -3.60000 -5.71233 -0.85 1.94 1.44
C -2.59766 5.33940 -2.26212 2.67 0.05 -1.28
C -1.20697 3.36326 1.11335 -0.75 0.34 0.19
F 1.96430 -7.37313 2.83215 -1.12 -1.68 0.75
C -5.21232 -2.38055 -0.17221 -0.73 0.66 0.76
F 0.89220 3.68548 2.12844 0.68 -0.35 0.30
H 5.12265 2.46280 4.47315 0.13 -0.02 -0.06
H -4.14186 -2.78333 -1.99641 0.08 0.00 -0.07
H -4.08486 5.00699 1.79772 -0.10 0.13 -0.29
C -2.48079 0.75339 3.05904 -0.67 -1.29 0.70
C -3.74128 -5.47071 3.32032 -0.96 0.47 -0.32
C -2.53802 -3.94420 1.88235 -1.61 -0.41 0.15
C -3.68785 -4.24770 2.63447 2.74 -1.12 0.21
C 0.16274 -1.73141 -4.24808 -0.89 0.86 -0.07
C 0.68660 0.24595 -0.98710 -0.05 0.52 -0.73
C -3.68162 4.53740 -2.58297 0.41 -0.31 1.25
C 4.02641 -1.22848 -2.39340 0.27 -0.04 -2.52
H -1.35681 1.11365 -1.37546 0.44 0.29 -0.13
C -4.44218 -0.68410 -1.70610 0.12 0.98 0.69
C -2.13529 -2.02264 -5.02069 1.17 0.27 1.63
C 4.21472 0.14407 -2.64931 -0.53 -0.91 1.83
H -2.51445 -3.71756 -6.25450 -0.22 -0.22 0.24
C -3.03097 4.77241 1.77149 -0.59 0.54 0.34
C 3.64955 -3.84512 1.65344 -0.41 -0.55 0.33
H -0.80629 -6.85468 2.26002 -0.10 -0.16 -0.06
H 4.51386 0.12091 -5.99285 0.02 -0.04 -0.16
C 4.02501 -2.10758 -3.50080 0.00 -0.10 0.31
C -3.49720 -0.16775 3.24762 -0.53 0.08 0.42
C 3.77381 -6.19729 2.03348 -0.63 -1.06 -0.02
H 4.24075 0.79450 -1.78754 -0.02 0.25 0.07
H -0.06583 -4.49849 -6.20433 -0.30 0.02 -0.18
H -4.27345 1.88611 5.65320 0.28 0.01 -0.02
C 1.91981 1.42925 3.92391 1.50 1.50 0.52
C 4.37968 -0.27739 -4.99798 -0.40 -0.06 -0.21
C -1.15844 -0.69597 -0.20942 -1.49 -0.18 0.18
C -1.29929 4.91967 -2.70359 -1.18 0.01 0.03
F 3.56292 0.07642 0.90362 -0.33 0.75 1.53
H 4.14556 -2.94703 1.31605 -0.26 0.21 -0.10
C -4.97804 0.31738 -0.86613 0.56 -1.58 0.03
H 0.76063 -4.88670 3.08122 0.03 -0.57 0.36
H -3.81809 -0.38476 -2.53514 -0.23 -0.01 -0.31
C -1.57139 -4.92001 1.72420 0.51 -0.36 0.32
C 6.01276 4.94154 -0.01831 -1.10 0.01 -0.62
C -2.74797 -6.41946 3.20708 1.13 0.32 -1.57
F -0.17024 5.66565 -2.53955 -0.91 -0.03 0.19
H 5.51772 1.33818 2.34311 -0.14 -0.27 -0.43
C -1.15761 -1.29034 -4.28729 -1.38 -0.75 -0.25
H -2.04647 1.88033 -3.87051 0.02 -0.14 -0.07
H -0.14116 -2.34760 0.69292 0.41 -0.09 -0.02
C 2.36025 -3.82774 2.22795 1.71 -0.19 0.06
C -2.19990 5.43385 2.66445 -0.31 0.10 0.08
C -0.08883 -1.44753 0.09834 -0.30 -2.73 2.18
C 3.88564 3.79873 -0.01982 -0.89 -0.16 -0.73
H -4.35691 2.62587 -3.19911 0.18 -0.09 -0.33
C -2.19220 2.86660 -3.45527 -2.49 -0.95 -0.77
H -2.60923 6.21648 3.28600 0.01 0.08 0.06
H 4.22777 -2.35255 -5.67019 -0.02 -0.03 0.09
H 4.79032 4.57532 1.71662 0.04 0.16 0.11
F -4.56991 -3.28488 2.83673 -1.09 0.30 0.12
C 4.33040 0.64321 -3.93079 0.35 -1.64 -0.35
H -4.59936 4.79793 -2.07674 -0.47 0.08 -0.56
C 2.14633 0.79717 2.73380 -0.45 -1.49 -1.08
H 3.12971 3.18154 -1.93610 -0.16 -0.01 0.03
F 6.83809 5.84700 0.61467 -0.54 -1.32 -0.57
H 1.91048 -2.85305 2.34666 -0.44 -0.07 0.07
C 6.12515 4.69064 -1.39126 -0.08 0.37 0.57
C -1.63813 -6.17090 2.34307 -1.13 0.54 1.22
C -0.69899 0.37465 -0.94240 1.37 0.84 -0.55
H -5.03622 -0.19162 4.77265 0.17 -0.28 -0.57
H -5.45433 -3.37234 0.18018 0.51 -0.45 -0.59
H 6.92977 5.13410 -1.95901 0.20 -0.04 0.08
C 5.10618 4.00914 -2.08450 0.31 0.84 1.27
```
Positions in Å, forces in eV/Å.

The calculation puts the frontier orbital gap at 8.685 eV. The calculated total energy comes out at -3403.76172 Eh. The energy above the lowest of the compared OMol25 structures with the same formula, charge and spin is 0.0 kJ/mol. As for the SMILES: c1cc[nH]c1.c1cc[nH]c1.Fc1ccccc1.Fc1ccccc1.Fc1ccccc1.Fc1ccccc1.Fc1ccccc1.Fc1ccccc1.Fc1ccccc1.Fc1ccccc1.Fc1ccccc1.

Atom charges from the Mulliken analysis, given in e for atoms 1 to 5:
1. H 0.44
2. C -0.45
3. H 0.49
4. H 0.44
5. N 1.30


2.
Molecular formula: C14H9BBr4Cl2N4O4Ta
Method: DFT, wB97M-V/def2-TZVPD

XYZ file:
```
39
Properties=species:S:1:pos:R:3:forces:R:3
C 0.73169 -4.37614 -2.40216 -0.02 0.17 -0.01
Br 0.65309 -6.23042 -2.64451 -0.02 -0.05 0.04
B -0.33880 0.49897 2.80789 0.48 0.38 -0.28
Cl -3.18755 2.63944 -3.41965 -0.14 -0.28 0.09
C -0.94718 3.31486 0.63048 0.12 0.19 0.06
H 3.25197 -0.15383 0.06417 -0.03 -0.04 -0.09
Br 2.17336 -1.05535 -4.48676 -0.04 0.10 0.15
N -0.66897 2.02408 0.90401 -0.08 -0.02 -0.25
C 3.28500 -0.28806 2.28605 -0.25 0.13 -0.17
Br -0.68675 -4.84797 0.04666 -0.01 0.15 0.13
H -0.85460 3.20972 3.87988 -0.02 -0.12 0.19
H 2.17451 -0.14568 4.21521 -0.16 0.04 0.23
N 1.13092 0.19915 2.42844 0.01 -0.10 0.34
C 1.39893 -2.18345 -3.20258 -0.05 0.36 0.09
C -3.48162 1.60995 -2.03302 -0.04 0.36 0.16
C 0.17718 -3.81020 -1.24988 -0.11 0.30 0.19
Cl -3.91284 2.56914 -0.57635 -0.49 0.12 -0.16
O -2.30246 0.02587 -0.70051 0.54 -1.05 0.94
N -0.62171 1.90530 2.24810 -0.15 0.03 0.38
C -1.07644 4.02188 1.81126 0.13 -0.25 -0.15
O -1.10633 1.52390 -1.69365 1.40 0.12 0.11
C -2.21732 0.99676 -1.49271 -1.49 0.65 -0.85
H -4.28036 0.88627 -2.21328 0.28 0.15 -0.02
O -0.25745 -1.72112 -0.07226 -0.93 0.88 1.16
H -1.03388 -0.27745 2.16368 -0.13 -0.18 -0.53
H -1.02820 3.66403 -0.38213 -0.01 -0.02 -0.10
O 0.80891 -0.32479 -1.74715 -0.27 1.99 0.65
H -1.29395 5.06267 1.92769 -0.04 0.20 0.01
C 2.76207 -0.10305 1.02130 0.09 -0.12 -0.04
Ta -0.23626 0.19296 -0.23366 0.31 -0.49 0.34
H -0.48150 0.45865 3.97144 -0.23 -0.20 0.38
N 1.44620 0.18596 1.11568 -0.03 0.12 -0.32
H 4.29505 -0.53080 2.54967 0.12 -0.01 0.01
Br 1.97080 -4.33174 -4.96585 0.06 0.05 0.02
C 1.32094 -3.56690 -3.38240 -0.05 0.04 0.12
C 0.22653 -2.42677 -1.08062 1.06 -0.90 -1.95
C 2.20728 -0.08493 3.14632 0.28 -0.09 -0.25
C -0.85402 3.08425 2.81473 -0.06 0.05 -0.32
C 0.85377 -1.61516 -2.05355 -0.01 -2.69 -0.29
```
Positions in Å, forces in eV/Å.

The calculation puts the frontier orbital gap at 6.617 eV. The calculated total energy comes out at -12357.14434 Eh. The total charge is +1.

Atom charges from the natural (NBO) analysis, given in e for atoms 1 to 5:
1. C -0.14
2. Br 0.17
3. B 0.18
4. Cl 0.08
5. C 0.03


3.
Molecular formula: C3H6O3
Method: DFT, wB97M-V/def2-TZVPD

XYZ file:
```
12
Properties=species:S:1:pos:R:3:forces:R:3
H -1.85504 1.68464 0.33463 0.05 -0.30 -0.12
C -0.00366 -0.73714 0.55082 4.39 0.24 0.52
C -0.29833 0.49470 -0.18543 -3.28 -0.04 0.97
H 1.60301 -0.22256 1.72688 -0.38 -0.19 -0.43
H -1.05649 -1.21058 -1.35605 0.03 0.06 0.05
O -1.76709 0.73562 0.14561 2.43 1.14 -1.18
H 1.41669 1.31685 -0.57866 -0.53 -0.10 0.22
H 0.74314 -0.92068 -1.53616 0.08 -0.03 0.11
O 1.48153 -0.70028 0.88804 -1.86 -0.71 -0.07
O 0.53663 1.60218 -0.27580 -0.72 -0.37 0.12
C -0.15415 -0.77133 -0.95012 -0.21 0.04 -0.20
H -0.64625 -1.27143 1.23625 0.00 0.26 0.01
```
Positions in Å, forces in eV/Å.

The calculation puts the frontier orbital gap at 10.034 eV. The calculated total energy comes out at -343.54956 Eh. The energy above the lowest of the compared OMol25 structures with the same formula, charge and spin is 275.7 kJ/mol. As for the SMILES: O[C@@H]1CC1(O)O.

Atom charges from the natural (NBO) analysis, given in e for atoms 1 to 5:
1. H 0.48
2. C 0.03
3. C 0.49
4. H 0.47
5. H 0.24


4.
Molecular formula: C2H4N4O2
Method: DFT, wB97M-V/def2-TZVPD

XYZ file:
```
12
Properties=species:S:1:pos:R:3:forces:R:3
H -1.16948 -2.02943 0.45146 -0.51 -0.58 -0.12
N -0.74978 -0.25777 -0.65860 -1.05 -3.39 -1.59
O -2.14062 -0.11410 -0.41782 0.95 2.29 0.04
H -2.07336 0.04548 0.53970 -1.08 0.43 0.00
N 2.61422 0.01178 -0.33937 -5.43 0.09 0.71
C 1.29018 -0.14759 -0.04754 8.72 -3.05 1.71
H 2.58664 0.87825 -0.89312 0.47 -0.03 0.16
H -0.67214 2.15149 0.29579 -0.28 1.26 -0.76
N 0.32449 0.66787 -0.40167 -6.65 5.44 -1.79
N 0.78502 -1.28052 0.59450 -1.62 -0.90 -0.58
C -0.45245 -1.30839 0.15378 4.37 -0.50 1.24
O -0.34273 1.38293 0.72290 2.12 -1.07 0.98
```
Positions in Å, forces in eV/Å.

The calculation puts the frontier orbital gap at 9.364 eV. The calculated total energy comes out at -447.88764 Eh. The energy above the lowest of the compared OMol25 structures with the same formula, charge and spin is 563.9 kJ/mol. As for the SMILES: [H]/N=c1/ncn(O)n1O.

Atom charges from the natural (NBO) analysis, given in e for atoms 1 to 5:
1. H 0.22
2. N -0.04
3. O -0.50
4. H 0.47
5. N -0.52


- Number 3 is which compound?
  C3H6O3